DFT (ωB97M-V with the def2-TZVPD basis set) results for a cluster of 27 separate species, C27H108O27 in total in a non-equilibrium geometry.

XYZ file:
```
162
C27H108O27, DFT ωB97M-V with the def2-TZVPD basis set
C -1.929 1.336 -3.684
O -0.537 1.397 -3.412
H -2.136 1.407 -4.752
H -2.316 0.373 -3.351
H -2.491 2.074 -3.111
H -0.146 0.536 -3.579
C 1.044 -1.509 -5.787
O 0.187 -1.025 -4.798
H 1.927 -0.871 -5.818
H 1.293 -2.537 -5.523
H 0.649 -1.445 -6.801
H -0.678 -1.440 -4.785
C 4.471 -2.306 1.371
O 3.142 -2.377 0.870
H 4.444 -2.121 2.445
H 5.118 -3.174 1.249
H 4.980 -1.411 1.012
H 2.602 -2.779 1.554
C -2.174 -0.844 5.954
O -2.340 -1.003 4.515
H -1.390 -1.459 6.396
H -2.047 0.224 6.135
H -3.117 -1.025 6.470
H -1.506 -0.793 4.088
C -0.595 4.183 -1.032
O -1.917 3.951 -1.592
H -0.525 4.793 -0.131
H -0.123 3.260 -0.693
H 0.010 4.593 -1.841
H -2.094 4.712 -2.149
C 2.999 1.028 2.630
O 2.610 0.466 3.919
H 2.198 1.364 1.971
H 3.631 1.913 2.709
H 3.401 0.223 2.015
H 1.679 0.234 3.922
C -2.598 -1.853 -1.016
O -3.743 -2.620 -0.813
H -2.042 -2.143 -1.908
H -2.729 -0.775 -1.114
H -1.950 -2.078 -0.169
H -4.440 -2.250 -1.359
C -0.171 3.375 2.704
O -0.189 4.812 2.841
H 0.050 3.150 1.660
H 0.576 3.040 3.424
H -1.144 2.929 2.911
H 0.715 5.133 2.885
C 6.836 0.382 -2.268
O 7.227 0.991 -3.493
H 5.849 0.773 -2.023
H 6.752 -0.694 -2.427
H 7.526 0.547 -1.440
H 6.588 0.697 -4.146
C 7.119 3.350 0.119
O 5.884 3.196 0.744
H 7.515 2.395 -0.228
H 6.904 4.030 -0.705
H 7.753 3.867 0.839
H 5.320 2.554 0.307
C -2.995 -3.312 -4.806
O -2.270 -2.101 -4.780
H -2.256 -4.114 -4.816
H -3.663 -3.420 -3.952
H -3.611 -3.340 -5.705
H -2.857 -1.435 -5.147
C 0.720 -3.753 -2.173
O 1.843 -4.642 -2.291
H 0.862 -3.051 -1.351
H 0.566 -3.158 -3.073
H -0.165 -4.366 -2.000
H 2.181 -4.495 -3.177
C -1.959 -5.114 1.100
O -1.173 -5.683 2.162
H -2.690 -5.814 0.696
H -2.482 -4.240 1.488
H -1.410 -4.811 0.209
H -0.370 -5.929 1.698
C 3.227 -1.228 -2.848
O 3.630 -0.898 -1.532
H 3.872 -1.967 -3.323
H 2.186 -1.524 -2.716
H 3.181 -0.316 -3.442
H 3.544 -1.637 -0.925
C 0.253 2.209 6.048
O 0.618 1.947 7.375
H 0.925 2.963 5.640
H 0.421 1.280 5.504
H -0.793 2.488 5.922
H 0.156 1.154 7.657
C -5.650 -0.454 -2.364
O -5.444 -1.739 -2.819
H -5.471 -0.382 -1.291
H -4.985 0.254 -2.858
H -6.690 -0.155 -2.488
H -5.681 -1.766 -3.749
C -4.587 -2.154 2.348
O -4.886 -1.591 3.607
H -4.137 -3.143 2.425
H -5.425 -2.321 1.672
H -3.844 -1.549 1.826
H -4.116 -1.458 4.164
C -5.398 1.334 4.597
O -3.991 1.610 4.393
H -5.475 0.791 5.539
H -6.070 2.192 4.636
H -5.771 0.708 3.787
H -3.490 0.808 4.557
C -0.005 -1.804 2.863
O -0.086 -0.420 3.206
H 1.000 -2.015 2.497
H -0.175 -2.549 3.640
H -0.754 -1.996 2.095
H -0.157 -0.011 2.340
C -4.778 4.680 -0.710
O -5.954 4.507 -0.028
H -3.894 4.723 -0.075
H -4.582 3.836 -1.372
H -4.829 5.580 -1.323
H -6.142 5.289 0.497
C 2.351 -4.907 3.642
O 1.799 -4.423 2.399
H 1.645 -5.459 4.262
H 3.208 -5.503 3.327
H 2.735 -4.056 4.205
H 1.590 -5.092 1.742
C -4.291 1.574 0.380
O -2.967 1.556 -0.215
H -5.063 1.706 -0.379
H -4.431 0.587 0.820
H -4.447 2.375 1.103
H -2.737 2.360 -0.686
C 0.437 0.290 -0.126
O -0.542 0.544 0.880
H 1.191 1.055 -0.311
H 1.006 -0.610 0.104
H -0.019 0.092 -1.096
H -1.328 0.894 0.455
C 3.179 2.649 -1.471
O 3.845 1.765 -0.577
H 3.814 2.866 -2.330
H 2.235 2.321 -1.906
H 2.990 3.584 -0.943
H 3.939 0.906 -0.997
C 1.427 3.171 -5.204
O 0.968 3.743 -4.037
H 2.050 2.286 -5.075
H 0.590 2.913 -5.852
H 2.059 3.798 -5.833
H 0.332 3.115 -3.686
C 2.303 6.590 0.044
O 1.372 6.970 -0.976
H 2.212 5.539 0.318
H 3.328 6.823 -0.245
H 1.962 7.118 0.935
H 1.700 6.566 -1.783
C 1.607 -7.166 -0.182
O 1.409 -5.770 0.065
H 2.607 -7.467 -0.494
H 1.501 -7.736 0.741
H 0.954 -7.483 -0.995
H 1.523 -5.334 -0.783
```

Computed properties:
Electronic energy ... -85021.58028 eV
Lowest unoccupied orbital energy ... -0.38 eV
Molar mass ... 865.13 g/mol
HOMO energy ... -9.37 eV
Total charge ... 0



DFT (ωB97M-V with the def2-TZVPD basis set) results for a cluster of 2 separate species, C2H6O2 in total in a non-equilibrium geometry.

XYZ file:
```
10
C2H6O2, DFT ωB97M-V with the def2-TZVPD basis set
C -0.664 0.094 1.143
O -1.503 0.654 0.458
H -0.734 -0.977 1.362
H 0.073 0.674 1.708
C 0.821 -0.261 -0.655
O -0.157 0.382 -1.442
H 1.375 -0.349 -1.567
H 0.670 -1.305 -0.322
H 1.472 0.330 0.013
H -0.935 0.645 -0.882
```

Computed properties:
Electronic energy ... -6263.45095 eV
Lowest unoccupied orbital energy ... 0.38 eV
Molar mass ... 62.07 g/mol
HOMO energy ... -10.12 eV
Total charge ... 0
SMILES string ... C=O.CO



DFT (ωB97M-V with the def2-TZVPD basis set) results for the molecule C6H9N.

XYZ file:
```
16
C6H9N, DFT ωB97M-V with the def2-TZVPD basis set
C -1.031 1.421 -0.367
C 0.305 0.748 -0.163
C 0.478 -0.551 -0.237
C -1.001 -2.287 0.561
C 0.199 -1.826 -0.230
C 2.633 1.246 -0.332
N 1.433 1.579 0.109
H -1.839 0.701 -0.207
H -1.162 1.891 -1.346
H -1.155 2.197 0.403
H -1.138 -3.367 0.524
H -1.858 -1.828 0.050
H -1.025 -1.937 1.595
H 0.640 -2.497 -0.964
H 3.304 2.061 0.010
H 1.216 2.450 0.595
```

Computed properties:
Electronic energy ... -7853.40321 eV
Lowest unoccupied orbital energy ... 0.78 eV
Molar mass ... 95.14 g/mol
HOMO energy ... -8.11 eV
Total charge ... 0



These records have ΔE to the lowest compared entry with this formula, charge and spin values of 226.1; 64.7; 109.7 kcal/mol, in the order they appear.
These records have Kohn-Sham gap values of 0.33046; 0.38591; 0.32695 hartree, in the order they appear.